# 1
The following is a DFT calculation (wB97M-V/def2-TZVPD) of an isolated ion of composition C6H9IN and charge +1 at a distorted geometry.

orbital gap (alpha / beta)	6.08 / 6.08	eV
ΔE to the lowest compared entry with this formula, charge and spin	71.37	kcal/mol
lowest unoccupied orbital energy (alpha / beta)	-7.08 / -7.08	eV
HOMO level (alpha / beta)	-13.16 / -13.16	eV
net charge	+1

Last column: Löwdin charge in e.
Geometry (Å):
C 1.35 -1.12 -0.38  -0.253
C 0.67 -0.41 0.83  -0.097
C -1.81 0.82 0.68  0.002
C -1.28 0.77 -0.77  -0.091
C 2.43 -0.40 -1.06  -0.330
C -0.35 0.60 0.37  -0.400
N -0.28 1.79 -0.45  0.087
I 4.12 0.16 0.07  1.132
H 1.88 -2.01 -0.16  0.132
H 0.51 -1.47 -0.94  0.124
H 0.00 -1.00 1.42  0.117
H 1.37 -0.01 1.59  0.107
H -2.18 1.68 1.07  0.071
H -2.23 -0.06 1.21  0.123
H -1.25 0.19 -1.64  0.114
H 2.39 -0.49 -2.11  0.066
H -0.71 2.54 0.08  0.096

=====

# 2
The following is a DFT calculation (wB97M-V/def2-TZVPD) of C6H9IN2 in the gas phase at a distorted geometry.

orbital gap	8.70	eV
structure (SMILES)	C[C@H](C=C=N)N/C=C/I
ΔE to the lowest compared entry with this formula, charge and spin	37.25	kcal/mol
lowest unoccupied orbital energy	0.62	eV
HOMO level	-8.08	eV

Last column: Löwdin charge in e.
Geometry (Å):
C 1.19 -0.87 -0.50  -0.095
C 0.75 0.29 0.26  -0.456
C -1.67 0.92 -0.43  -0.322
C 0.68 -2.06 -0.25  -0.152
C 1.90 1.22 0.53  -0.059
C -2.39 0.02 0.20  -0.642
N -0.30 1.06 -0.37  -0.019
N 0.30 -3.14 0.26  0.136
I -4.49 0.25 0.20  0.731
H 1.86 -0.66 -1.33  0.117
H 0.36 -0.22 1.18  0.158
H -2.22 1.75 -0.99  0.116
H 1.58 2.23 1.13  0.141
H 2.34 1.50 -0.35  0.032
H 2.65 0.74 1.17  0.084
H -2.10 -0.75 0.88  0.004
H 0.04 1.28 -1.32  0.147
H -0.49 -3.56 -0.27  0.078

=====

# 3
The following is a DFT calculation (wB97M-V/def2-TZVPD) of C6H9IN2O in the gas phase at a distorted geometry.

orbital gap	7.79	eV
ΔE to the lowest compared entry with this formula, charge and spin	98.09	kcal/mol
lowest unoccupied orbital energy	0.32	eV
HOMO level	-7.47	eV

Last column: Löwdin charge in e.
Geometry (Å):
C -2.03 1.87 -0.19  -0.149
C -1.65 0.55 -0.05  -0.826
C 0.20 2.32 0.25  -0.315
C 1.75 -0.94 0.65  -0.056
C -0.04 -1.65 -1.12  -0.093
C 0.21 -1.05 0.27  -0.389
N 1.35 2.46 0.53  0.214
N -0.43 0.30 0.28  -0.021
O -0.88 2.72 0.02  0.125
I -3.28 -0.81 -0.10  0.898
H -2.94 2.40 -0.41  0.089
H 1.92 -0.58 1.59  0.025
H 2.31 -1.96 0.69  0.119
H 2.22 -0.31 -0.03  0.041
H 0.14 -2.71 -1.03  0.082
H 0.58 -1.21 -1.88  0.076
H -0.97 -1.32 -1.44  -0.034
H -0.28 -1.73 0.99  0.120
H 1.83 1.66 0.99  0.095